# 1
Here is 2 unconnected molecules or ions with the total composition C4H15N4 in a non-equilibrium geometry from OMol25. Energies are from ωB97M-V/def2-TZVPD.

XYZ file:
```
23
Properties=species:S:1:pos:R:3:forces:R:3
C 1.417011 -2.103047 -0.968509 0.2 0.7 -0.2
N -0.038282 -1.861050 -0.680359 -0.1 -4.8 0.2
C -0.533217 -2.201074 0.585437 0.1 2.1 -0.7
N -1.693622 -2.743560 0.655870 -0.2 0.9 -0.1
H 1.683822 -1.603261 -1.920562 -0.1 -0.1 0.6
H 1.962464 -1.722786 -0.108413 0.4 0.0 -0.2
H 1.648152 -3.183067 -1.109540 -0.5 0.5 0.2
H -0.595077 -2.452299 -1.352348 0.1 1.1 0.2
H -0.068181 -1.700428 1.433188 0.4 -0.3 0.1
H -2.046811 -2.845586 1.606943 -0.1 -1.1 0.2
N -0.037560 0.891799 -1.368824 0.9 -1.4 0.5
C -0.674529 1.745504 -0.356478 -0.7 1.3 0.8
C 0.268649 1.910817 0.847725 -0.6 0.0 -0.1
N -0.340616 2.901220 1.761357 2.5 -0.1 0.1
H 0.970144 1.062855 -1.248716 -0.1 -0.1 -0.7
H -0.191841 -0.136455 -1.083977 0.2 1.8 -0.9
H -0.315256 1.057329 -2.335546 -0.1 0.0 -0.1
H -0.889755 2.750143 -0.708306 0.2 0.0 -0.6
H -1.641543 1.305963 -0.146275 -0.2 -0.1 0.4
H 0.402713 0.870958 1.261341 0.4 0.8 0.1
H 1.231578 2.334733 0.456178 -0.6 -0.5 0.5
H -0.950516 2.447093 2.404307 -0.8 -0.3 0.5
H 0.432284 3.274210 2.375506 -1.2 -0.3 -0.9
```
Positions in Å, forces in eV/Å.

charge: +2
HOMO (spin up / spin down): -16.6 / -16.6 eV
multiplicity: 2
expectation value of S²: 0.778
DFT total energy: -379.666947 a.u.

Population analysis type Mulliken, resulting atomic charges in e:
1. C -0.828
2. N -0.409
3. C 0.121
4. N -0.306
5. H 0.350
6. H 0.415
7. H 0.354
8. H 0.323
9. H 0.391
10. H 0.344
11. N -0.082
12. C -0.659
13. C -0.435
14. N -0.580
15. H 0.409
16. H 0.292
17. H 0.393
18. H 0.394
19. H 0.322
20. H 0.193
21. H 0.464
22. H 0.246
23. H 0.288


# 2
Here is 3 unconnected molecules or ions with the total composition C4H15N4S in a non-equilibrium geometry from OMol25. Energies are from ωB97M-V/def2-TZVPD.

XYZ file:
```
24
Properties=species:S:1:pos:R:3:forces:R:3
C -1.996499 2.317664 1.014216 0.9 -0.9 -0.1
C -3.097404 -0.065655 1.140650 -0.6 0.7 0.7
C 3.085160 0.812150 0.269174 1.6 1.8 -0.9
C 0.622927 0.807747 -0.046365 -1.3 -2.9 0.0
N 1.553365 -3.584885 -0.848562 -1.4 -0.9 -2.1
N -1.961516 0.861825 0.942639 -0.3 -2.3 -0.4
N 2.348085 -0.247737 -0.305910 -2.0 -2.6 0.5
N 2.311861 -1.406110 0.360554 -0.8 1.3 -3.9
S -0.715724 -0.006085 0.285933 2.0 2.1 0.2
H -3.030704 2.629154 1.320994 1.4 0.0 -0.1
H -1.116675 2.515759 1.692459 -1.3 0.8 -0.3
H -1.706146 2.646659 -0.001662 -0.5 0.5 0.5
H -2.832314 -1.080926 0.853634 0.3 0.0 0.2
H -3.485268 -0.068131 2.186567 0.5 0.1 -0.7
H -3.904784 0.193810 0.480178 -0.5 0.3 -0.3
H 2.866486 1.206095 1.224810 -1.0 0.0 1.4
H 4.117574 0.561185 0.362897 0.9 -0.8 -0.2
H 3.100896 1.688616 -0.411197 -0.3 -0.6 0.2
H 1.016966 1.767949 -0.140174 -0.3 1.6 0.2
H 1.837655 -3.407949 -1.833467 -0.7 0.5 0.6
H 0.530725 -3.860934 -0.892723 1.6 0.4 0.1
H 2.076121 -4.436318 -0.757917 0.1 -0.8 0.9
H 1.942407 -2.339790 -0.124056 0.5 1.4 0.4
H 2.647046 -1.483598 1.249200 1.0 0.3 3.2
```
Positions in Å, forces in eV/Å.

charge: +1
HOMO: -11.9 eV
DFT total energy: -778.167172 a.u.

Population analysis type Mulliken, resulting atomic charges in e:
1. C -0.746
2. C -0.956
3. C -1.079
4. C -0.204
5. N -0.892
6. N 0.116
7. N -0.063
8. N -0.264
9. S 0.036
10. H 0.364
11. H 0.263
12. H 0.270
13. H 0.349
14. H 0.309
15. H 0.369
16. H 0.461
17. H 0.399
18. H 0.371
19. H 0.407
20. H 0.297
21. H 0.280
22. H 0.277
23. H 0.452
24. H 0.183


# 3
Here is 3 unconnected molecules or ions with the total composition C4H15NO2 from OMol25. Energies are from ωB97M-V/def2-TZVPD.

XYZ file:
```
22
Properties=species:S:1:pos:R:3:forces:R:3
C 0.287819 -1.881577 1.352541 0.1 0.4 0.2
C 0.689721 -1.930485 -0.107300 0.0 -0.1 0.0
N 0.391105 -0.720983 -0.859101 0.2 0.5 -0.3
C 0.833879 -0.850672 -2.245937 -0.2 0.4 0.5
C -0.993288 -0.293452 -0.802973 -0.5 -0.4 0.6
H 0.683584 -2.751489 1.882411 -0.2 0.0 -0.1
H 0.717032 -0.988350 1.816369 0.1 -0.1 0.0
H -0.790165 -1.806607 1.509449 0.1 -0.3 -0.1
H 0.251908 -2.803483 -0.609342 -0.2 -0.2 0.0
H 1.767935 -2.062015 -0.155088 0.2 -0.1 -0.1
H 0.523618 0.046479 -2.769472 0.0 0.1 -0.2
H 0.369194 -1.708115 -2.740613 0.1 -0.2 -0.1
H 1.919787 -0.907380 -2.294077 0.0 -0.2 0.0
H -1.687504 -1.005795 -1.282848 0.1 0.1 -0.1
H -1.322075 -0.210223 0.234277 0.1 0.0 0.0
H -1.130607 0.697588 -1.225024 0.2 0.0 -0.3
H -2.297679 4.078248 2.905597 -0.4 0.3 -0.3
H -2.276027 5.589905 2.836970 -0.1 0.0 -0.1
O -2.798410 4.833510 2.547043 0.5 -0.4 0.4
H 1.234060 0.891831 -0.145625 -0.2 -0.3 0.3
H 2.111106 2.117323 -0.230751 -0.1 0.1 0.4
O 1.515008 1.665738 0.383501 0.3 0.1 -0.6
```
Positions in Å, forces in eV/Å.

SMILES string: CCN(C)C.O.O
HOMO: -9.0 eV
DFT total energy: -366.614411 a.u.

Population analysis type Mulliken, resulting atomic charges in e:
1. C -1.264
2. C -0.357
3. N 0.135
4. C -1.120
5. C -1.106
6. H 0.386
7. H 0.282
8. H 0.331
9. H 0.324
10. H 0.321
11. H 0.357
12. H 0.368
13. H 0.285
14. H 0.379
15. H 0.343
16. H 0.339
17. H 0.324
18. H 0.319
19. O -0.643
20. H 0.385
21. H 0.305
22. O -0.693


# 4
Here is 3 unconnected molecules or ions with the total composition C4H15NO2 in a non-equilibrium geometry from OMol25. Energies are from ωB97M-V/def2-TZVPD.

XYZ file:
```
22
Properties=species:S:1:pos:R:3:forces:R:3
C -1.942036 1.816034 2.927508 1.1 0.7 -3.4
N -1.278767 0.627738 2.308818 -2.8 -1.1 2.3
C -1.411142 -1.751783 1.530914 0.4 0.5 1.0
C -1.941350 -0.364972 1.307599 0.9 2.1 -1.0
C -1.864532 0.214722 -0.122566 0.2 0.1 1.5
H -1.717966 2.731998 2.351115 0.7 -0.1 0.3
H -1.659178 1.953462 3.964420 -0.7 -0.3 0.0
H -2.934120 1.750805 2.466732 -0.7 -0.3 1.3
H -1.271114 0.042576 3.153880 1.6 -0.3 -0.2
H -2.075979 -2.443746 1.023530 0.3 -0.2 -0.1
H -1.451577 -1.943396 2.613593 -0.1 -0.4 -0.3
H -0.354717 -1.838154 1.258908 -0.3 -0.2 -0.4
H -2.967047 -0.268655 1.659614 -0.3 -0.2 0.1
H -0.817003 0.325863 -0.405795 -0.1 -0.2 -0.2
H -2.343989 1.198758 -0.125908 0.0 -0.2 -0.3
H -2.401012 -0.471111 -0.750915 -0.1 -0.1 -0.6
H 6.394139 1.136786 -2.041750 0.0 0.8 0.6
H 6.631812 -0.166432 -2.522319 0.3 -1.0 -0.2
O 6.749547 0.313200 -1.704018 -0.3 0.2 -0.4
H 0.133008 -0.041823 -4.538412 0.0 1.1 0.1
H -0.084072 -1.466410 -4.684273 0.0 -0.7 -0.2
O 0.544327 -0.792101 -4.945330 0.0 -0.4 0.1
```
Positions in Å, forces in eV/Å.

charge: +1
HOMO (spin up / spin down): -13.1 / -13.1 eV
multiplicity: 2
expectation value of S²: 0.754
DFT total energy: -366.258688 a.u.

Population analysis type Mulliken, resulting atomic charges in e:
1. C -0.713
2. N -0.048
3. C -1.288
4. C 0.340
5. C -1.182
6. H 0.328
7. H 0.358
8. H 0.330
9. H 0.324
10. H 0.373
11. H 0.423
12. H 0.348
13. H 0.309
14. H 0.365
15. H 0.351
16. H 0.381
17. H 0.313
18. H 0.319
19. O -0.632
20. H 0.302
21. H 0.312
22. O -0.613


# 5
Here is 3 unconnected molecules or ions with the total composition C4H15NO2S in a non-equilibrium geometry from OMol25. Energies are from ωB97M-V/def2-TZVPD.

XYZ file:
```
23
Properties=species:S:1:pos:R:3:forces:R:3
C 1.133322 0.479186 -2.484730 -0.4 2.5 0.2
C 0.674677 0.633603 -0.995184 0.5 0.5 -1.0
C -0.849423 0.796769 -1.007323 1.0 0.5 -0.5
C -1.554732 0.868548 0.318135 -1.2 -0.2 0.0
S -1.363057 -0.614916 1.348057 -0.1 0.4 0.7
N 1.289146 1.815718 -0.415629 0.1 -0.2 0.2
H 0.379590 0.347162 -3.268189 0.0 -1.8 0.4
H 2.112679 0.018827 -2.529232 -0.2 -0.4 -0.6
H 1.251875 1.532336 -2.792369 0.8 0.0 0.3
H 1.172459 -0.156078 -0.437157 -1.0 -0.5 0.2
H -0.957590 1.743521 -1.565576 -0.2 0.1 0.4
H -1.291990 0.107738 -1.721344 -0.2 -0.6 0.5
H -1.332382 1.721041 0.954448 0.7 0.0 0.0
H -2.621410 1.027969 0.144405 -0.1 -0.3 -0.1
H -1.593368 -1.531460 0.415711 0.0 0.0 -0.2
H 0.889258 2.728272 -0.525576 0.0 0.0 0.0
H 2.003868 1.698153 0.274666 -0.1 0.1 0.1
H -0.696164 -3.084243 -1.192905 0.1 0.1 -0.1
H 0.674322 -2.725086 -0.648458 0.0 0.2 0.0
O -0.159686 -2.326835 -0.927899 0.1 -0.6 -0.3
H 1.490168 -1.259796 2.789429 -0.1 0.0 0.0
H 1.202627 0.149612 2.322815 -0.1 0.0 -0.1
O 1.905549 -0.400458 2.681358 0.2 0.1 0.0
```
Positions in Å, forces in eV/Å.

SMILES string: C[C@@H](N)CCS.O.O
HOMO: -8.6 eV
DFT total energy: -764.779040 a.u.

Population analysis type Mulliken, resulting atomic charges in e:
1. C -1.521
2. C 0.503
3. C -1.109
4. C -0.785
5. S -0.230
6. N -0.401
7. H 0.356
8. H 0.338
9. H 0.397
10. H 0.433
11. H 0.515
12. H 0.320
13. H 0.311
14. H 0.407
15. H 0.103
16. H 0.189
17. H 0.206
18. H 0.259
19. H 0.270
20. O -0.520
21. H 0.322
22. H 0.287
23. O -0.648


# 6
Here is 3 unconnected molecules or ions with the total composition C4H15NO2S in a non-equilibrium geometry from OMol25. Energies are from ωB97M-V/def2-TZVPD.

XYZ file:
```
23
Properties=species:S:1:pos:R:3:forces:R:3
C 1.014648 -1.025648 -1.639085 -0.7 0.3 -1.2
C -0.311514 -0.387347 -1.188621 -0.6 -0.3 0.9
C -0.687753 -0.933923 0.192533 0.3 0.0 0.3
C -1.904308 -0.235967 0.820730 0.2 -0.6 0.8
S -1.410123 0.716812 2.305082 0.4 0.5 0.3
N -1.513780 -0.553458 -1.997579 0.0 0.0 0.1
H 0.843639 -1.438709 -2.636960 0.2 0.1 -0.1
H 1.358123 -1.864280 -1.048490 0.0 0.0 0.5
H 1.767182 -0.243797 -1.705355 0.2 -0.2 0.1
H -0.224582 0.699544 -1.124287 0.5 0.0 0.2
H -0.840711 -2.020361 0.128645 -0.5 0.1 -0.4
H 0.148041 -0.949458 0.896572 0.2 0.6 -0.2
H -2.337205 0.532483 0.199814 -0.2 -0.3 -0.5
H -2.623303 -1.014786 1.063074 -0.4 0.4 0.2
H -2.140195 0.352263 3.366066 -0.3 -0.5 -0.4
H -1.460300 -0.248795 -2.953545 0.1 -0.2 -0.1
H -2.007488 -1.422597 -1.864427 0.2 -0.1 -0.3
H 0.966827 1.069232 2.612093 -0.2 0.3 -0.2
H 1.080383 2.427493 1.852309 -0.3 -0.1 0.2
O 1.577555 1.772217 2.351732 0.6 -0.1 0.2
H 3.457101 1.290097 -0.249158 0.2 0.4 -1.0
H 2.553420 1.597340 0.778680 -0.8 0.8 -0.4
O 2.694343 1.881646 -0.159822 0.7 -1.2 1.2
```
Positions in Å, forces in eV/Å.

SMILES string: C[C@@H](N)CCS.O.O
HOMO: -9.1 eV
DFT total energy: -764.794290 a.u.

Population analysis type Mulliken, resulting atomic charges in e:
1. C -1.373
2. C 0.500
3. C -1.178
4. C -0.459
5. S -0.328
6. N -0.560
7. H 0.374
8. H 0.350
9. H 0.239
10. H 0.306
11. H 0.392
12. H 0.528
13. H 0.375
14. H 0.380
15. H 0.116
16. H 0.208
17. H 0.178
18. H 0.252
19. H 0.342
20. O -0.719
21. H 0.341
22. H 0.359
23. O -0.625


Repeat the first record exactly.
Here is 2 unconnected molecules or ions with the total composition C4H15N4 in a non-equilibrium geometry from OMol25. Energies are from ωB97M-V/def2-TZVPD.

XYZ file:
```
23
Properties=species:S:1:pos:R:3:forces:R:3
C 1.417011 -2.103047 -0.968509 0.2 0.7 -0.2
N -0.038282 -1.861050 -0.680359 -0.1 -4.8 0.2
C -0.533217 -2.201074 0.585437 0.1 2.1 -0.7
N -1.693622 -2.743560 0.655870 -0.2 0.9 -0.1
H 1.683822 -1.603261 -1.920562 -0.1 -0.1 0.6
H 1.962464 -1.722786 -0.108413 0.4 0.0 -0.2
H 1.648152 -3.183067 -1.109540 -0.5 0.5 0.2
H -0.595077 -2.452299 -1.352348 0.1 1.1 0.2
H -0.068181 -1.700428 1.433188 0.4 -0.3 0.1
H -2.046811 -2.845586 1.606943 -0.1 -1.1 0.2
N -0.037560 0.891799 -1.368824 0.9 -1.4 0.5
C -0.674529 1.745504 -0.356478 -0.7 1.3 0.8
C 0.268649 1.910817 0.847725 -0.6 0.0 -0.1
N -0.340616 2.901220 1.761357 2.5 -0.1 0.1
H 0.970144 1.062855 -1.248716 -0.1 -0.1 -0.7
H -0.191841 -0.136455 -1.083977 0.2 1.8 -0.9
H -0.315256 1.057329 -2.335546 -0.1 0.0 -0.1
H -0.889755 2.750143 -0.708306 0.2 0.0 -0.6
H -1.641543 1.305963 -0.146275 -0.2 -0.1 0.4
H 0.402713 0.870958 1.261341 0.4 0.8 0.1
H 1.231578 2.334733 0.456178 -0.6 -0.5 0.5
H -0.950516 2.447093 2.404307 -0.8 -0.3 0.5
H 0.432284 3.274210 2.375506 -1.2 -0.3 -0.9
```
Positions in Å, forces in eV/Å.

charge: +2
HOMO (spin up / spin down): -16.6 / -16.6 eV
multiplicity: 2
expectation value of S²: 0.778
DFT total energy: -379.666947 a.u.

Population analysis type Mulliken, resulting atomic charges in e:
1. C -0.828
2. N -0.409
3. C 0.121
4. N -0.306
5. H 0.350
6. H 0.415
7. H 0.354
8. H 0.323
9. H 0.391
10. H 0.344
11. N -0.082
12. C -0.659
13. C -0.435
14. N -0.580
15. H 0.409
16. H 0.292
17. H 0.393
18. H 0.394
19. H 0.322
20. H 0.193
21. H 0.464
22. H 0.246
23. H 0.288


What did the fifth record say?
Here is 3 unconnected molecules or ions with the total composition C4H15NO2S in a non-equilibrium geometry from OMol25. Energies are from ωB97M-V/def2-TZVPD.

XYZ file:
```
23
Properties=species:S:1:pos:R:3:forces:R:3
C 1.133322 0.479186 -2.484730 -0.4 2.5 0.2
C 0.674677 0.633603 -0.995184 0.5 0.5 -1.0
C -0.849423 0.796769 -1.007323 1.0 0.5 -0.5
C -1.554732 0.868548 0.318135 -1.2 -0.2 0.0
S -1.363057 -0.614916 1.348057 -0.1 0.4 0.7
N 1.289146 1.815718 -0.415629 0.1 -0.2 0.2
H 0.379590 0.347162 -3.268189 0.0 -1.8 0.4
H 2.112679 0.018827 -2.529232 -0.2 -0.4 -0.6
H 1.251875 1.532336 -2.792369 0.8 0.0 0.3
H 1.172459 -0.156078 -0.437157 -1.0 -0.5 0.2
H -0.957590 1.743521 -1.565576 -0.2 0.1 0.4
H -1.291990 0.107738 -1.721344 -0.2 -0.6 0.5
H -1.332382 1.721041 0.954448 0.7 0.0 0.0
H -2.621410 1.027969 0.144405 -0.1 -0.3 -0.1
H -1.593368 -1.531460 0.415711 0.0 0.0 -0.2
H 0.889258 2.728272 -0.525576 0.0 0.0 0.0
H 2.003868 1.698153 0.274666 -0.1 0.1 0.1
H -0.696164 -3.084243 -1.192905 0.1 0.1 -0.1
H 0.674322 -2.725086 -0.648458 0.0 0.2 0.0
O -0.159686 -2.326835 -0.927899 0.1 -0.6 -0.3
H 1.490168 -1.259796 2.789429 -0.1 0.0 0.0
H 1.202627 0.149612 2.322815 -0.1 0.0 -0.1
O 1.905549 -0.400458 2.681358 0.2 0.1 0.0
```
Positions in Å, forces in eV/Å.

SMILES string: C[C@@H](N)CCS.O.O
HOMO: -8.6 eV
DFT total energy: -764.779040 a.u.

Population analysis type Mulliken, resulting atomic charges in e:
1. C -1.521
2. C 0.503
3. C -1.109
4. C -0.785
5. S -0.230
6. N -0.401
7. H 0.356
8. H 0.338
9. H 0.397
10. H 0.433
11. H 0.515
12. H 0.320
13. H 0.311
14. H 0.407
15. H 0.103
16. H 0.189
17. H 0.206
18. H 0.259
19. H 0.270
20. O -0.520
21. H 0.322
22. H 0.287
23. O -0.648


What did the first record say?
Here is 2 unconnected molecules or ions with the total composition C4H15N4 in a non-equilibrium geometry from OMol25. Energies are from ωB97M-V/def2-TZVPD.

XYZ file:
```
23
Properties=species:S:1:pos:R:3:forces:R:3
C 1.417011 -2.103047 -0.968509 0.2 0.7 -0.2
N -0.038282 -1.861050 -0.680359 -0.1 -4.8 0.2
C -0.533217 -2.201074 0.585437 0.1 2.1 -0.7
N -1.693622 -2.743560 0.655870 -0.2 0.9 -0.1
H 1.683822 -1.603261 -1.920562 -0.1 -0.1 0.6
H 1.962464 -1.722786 -0.108413 0.4 0.0 -0.2
H 1.648152 -3.183067 -1.109540 -0.5 0.5 0.2
H -0.595077 -2.452299 -1.352348 0.1 1.1 0.2
H -0.068181 -1.700428 1.433188 0.4 -0.3 0.1
H -2.046811 -2.845586 1.606943 -0.1 -1.1 0.2
N -0.037560 0.891799 -1.368824 0.9 -1.4 0.5
C -0.674529 1.745504 -0.356478 -0.7 1.3 0.8
C 0.268649 1.910817 0.847725 -0.6 0.0 -0.1
N -0.340616 2.901220 1.761357 2.5 -0.1 0.1
H 0.970144 1.062855 -1.248716 -0.1 -0.1 -0.7
H -0.191841 -0.136455 -1.083977 0.2 1.8 -0.9
H -0.315256 1.057329 -2.335546 -0.1 0.0 -0.1
H -0.889755 2.750143 -0.708306 0.2 0.0 -0.6
H -1.641543 1.305963 -0.146275 -0.2 -0.1 0.4
H 0.402713 0.870958 1.261341 0.4 0.8 0.1
H 1.231578 2.334733 0.456178 -0.6 -0.5 0.5
H -0.950516 2.447093 2.404307 -0.8 -0.3 0.5
H 0.432284 3.274210 2.375506 -1.2 -0.3 -0.9
```
Positions in Å, forces in eV/Å.

charge: +2
HOMO (spin up / spin down): -16.6 / -16.6 eV
multiplicity: 2
expectation value of S²: 0.778
DFT total energy: -379.666947 a.u.

Population analysis type Mulliken, resulting atomic charges in e:
1. C -0.828
2. N -0.409
3. C 0.121
4. N -0.306
5. H 0.350
6. H 0.415
7. H 0.354
8. H 0.323
9. H 0.391
10. H 0.344
11. N -0.082
12. C -0.659
13. C -0.435
14. N -0.580
15. H 0.409
16. H 0.292
17. H 0.393
18. H 0.394
19. H 0.322
20. H 0.193
21. H 0.464
22. H 0.246
23. H 0.288